DFT (ωB97M-V/def2-TZVPD) results for C14H49FeO11 as an isolated structure at a distorted geometry.

```
75
Properties=species:S:1:pos:R:3:forces:R:3:mulliken_spin:R:1
Fe -2.832 0.568 0.156 2.4 0.3 0.2 3.79
C 0.974 -0.018 -0.035 1.0 1.4 -0.5 0.00
C -0.188 -0.618 0.721 0.1 -1.1 -0.4 -0.01
O -1.208 0.229 1.212 -1.1 0.5 -1.0 0.15
H 1.531 0.772 0.482 -0.4 0.0 0.4 0.00
H 0.746 0.432 -1.012 -0.4 -0.1 0.1 0.00
H 1.794 -0.707 -0.255 -0.5 -0.6 0.1 0.00
H 0.265 -1.194 1.539 -0.3 0.1 0.2 0.02
H -0.642 -1.336 0.024 0.2 -0.2 0.3 0.00
C -1.509 0.288 4.934 -0.9 -0.7 0.4 0.00
C -0.870 1.613 4.583 0.1 -0.6 -0.5 0.00
O -0.003 1.402 3.466 0.7 0.4 0.1 0.00
H -2.253 -0.097 4.227 0.1 0.4 -0.3 0.00
H -2.034 0.270 5.893 0.1 0.3 0.0 0.00
H -0.776 -0.520 4.981 0.3 0.3 0.1 0.00
H -0.305 1.946 5.452 0.4 0.1 -0.3 0.00
H -1.546 2.427 4.305 -0.4 -0.2 0.3 0.00
H -0.445 0.831 2.820 -0.3 0.1 0.1 0.00
C 1.596 -2.627 -3.299 0.7 0.0 0.9 0.00
C 1.115 -1.414 -4.044 -0.7 -0.1 -1.7 0.00
O 0.816 -1.788 -5.408 0.1 -0.3 0.0 0.00
H 1.805 -2.363 -2.256 -0.2 0.0 0.0 0.00
H 2.557 -2.990 -3.666 -0.1 0.2 -0.3 0.00
H 0.936 -3.493 -3.294 -0.4 0.3 -0.2 0.00
H 1.868 -0.633 -4.159 0.1 0.0 0.7 0.00
H 0.190 -0.972 -3.657 0.2 0.0 0.6 0.00
H -0.052 -1.480 -5.673 0.0 0.0 0.1 0.00
C -0.845 -5.968 -0.837 1.4 -0.2 1.4 0.00
C -1.453 -4.696 -0.274 -0.3 -0.2 -1.7 0.00
O -2.799 -4.643 -0.802 0.1 1.0 0.4 0.00
H 0.119 -6.141 -0.340 0.0 0.0 0.0 0.00
H -0.580 -5.957 -1.893 -0.5 0.2 -0.1 0.00
H -1.462 -6.823 -0.569 -0.1 0.0 -0.3 0.00
H -0.894 -3.826 -0.652 0.1 0.0 0.2 0.00
H -1.478 -4.617 0.808 -0.3 -0.4 0.0 0.00
H -2.682 -4.619 -1.757 -0.2 -0.3 0.0 0.00
C 0.488 2.713 -3.788 0.4 -0.1 -0.5 0.00
C -0.761 3.461 -4.176 -0.6 0.1 0.1 0.00
O -1.803 2.533 -4.545 0.1 0.0 0.2 0.00
H 1.366 3.347 -3.669 -0.2 0.2 0.4 0.00
H 0.812 2.022 -4.573 -0.3 -0.1 0.0 0.00
H 0.285 2.139 -2.887 0.4 0.0 0.1 0.01
H -0.617 4.206 -4.959 0.2 -0.2 -0.1 0.00
H -1.193 3.997 -3.330 0.2 0.1 0.1 0.00
H -1.506 2.061 -5.329 -0.1 0.0 0.0 0.00
C 2.463 -1.250 3.748 -0.5 -0.6 -0.6 0.00
C 3.618 -0.353 3.402 0.3 0.5 0.1 0.00
O 4.851 -1.012 3.675 -0.2 -0.2 0.3 0.00
H 2.431 -1.543 4.797 0.3 0.1 0.0 0.00
H 2.473 -2.163 3.145 0.1 0.0 0.1 0.00
H 1.506 -0.763 3.547 0.1 0.3 0.0 0.00
H 3.484 0.563 3.994 0.4 0.0 0.0 0.00
H 3.674 -0.037 2.353 -0.6 -0.1 -0.1 0.00
H 5.566 -0.525 3.258 0.0 0.0 0.1 0.00
C 1.748 4.714 -0.530 0.7 0.8 0.6 0.00
C 1.615 3.898 0.735 -0.2 -0.4 0.1 0.00
O 0.374 3.185 0.666 -0.1 -0.2 0.0 0.00
H 1.150 5.625 -0.499 -0.3 -0.2 -0.1 0.00
H 1.524 4.143 -1.426 0.0 -0.1 0.0 0.00
H 2.775 5.091 -0.564 0.0 -0.2 -0.3 0.00
H 1.657 4.491 1.654 -0.2 0.3 -0.2 0.00
H 2.456 3.204 0.854 -0.1 -0.2 -0.3 0.00
H 0.467 2.369 1.171 -0.2 0.1 0.3 0.00
O -2.524 -0.891 -1.396 -0.3 -0.5 0.1 0.01
H -2.516 -0.717 -2.344 0.0 0.2 0.0 0.00
H -2.418 -1.851 -1.303 -0.3 0.0 0.2 0.00
O -3.337 2.421 1.047 0.3 -0.1 0.2 0.01
H -4.021 3.006 1.390 -0.2 -0.2 -0.1 0.00
H -2.504 2.735 1.436 0.1 0.0 -0.2 0.00
O -2.723 -2.744 3.044 0.1 0.0 -0.1 0.00
H -3.320 -2.078 2.694 -0.1 0.0 0.1 0.00
H -1.868 -2.539 2.652 0.0 0.1 0.1 0.00
O -1.912 1.754 -1.551 -0.6 -0.1 0.0 0.02
H -2.248 1.948 -2.443 0.1 0.1 0.0 0.00
H -0.966 1.604 -1.672 0.1 0.1 0.3 -0.01
```
Forces are in eV/Å.

**Spin multiplicity**: 5
**Net charge**: +1
**Molecular weight**: 449.4 g mol⁻¹
**HOMO (spin up / spin down)**: -11.85 / -11.85 eV
**LUMO level (spin up / spin down)**: -4.022 / -4.325 eV
**<S²>**: 6.0074
**Energy relative to the best compared isomer or geometry (same formula, charge and spin)**: 0.0876 eV